The following is a DFT calculation (wB97M-V/def2-TZVPD) of 9 unconnected molecules or ions with the total composition C54H126N7O2.

XYZ file:
```
189
Properties=species:S:1:pos:R:3:forces:R:3
N -1.789 4.882 0.162 -0.4 -0.5 0.6
H -1.459 3.883 0.308 1.1 -1.4 0.4
H -1.648 5.317 1.072 0.1 0.4 -0.2
H -2.790 4.866 -0.030 0.1 0.4 -0.4
H -1.204 5.279 -0.566 -0.3 0.4 0.0
C 0.557 1.322 -1.017 -1.2 -0.3 -0.6
C -0.583 1.370 0.013 1.0 1.4 1.6
C -0.509 0.121 0.888 -0.4 -0.4 0.2
O -0.446 2.521 0.818 -0.4 0.8 -0.3
H 1.517 1.034 -0.592 -0.1 0.0 0.3
H 0.643 2.285 -1.523 0.0 0.0 0.0
H 0.280 0.567 -1.762 0.3 0.1 -0.2
H -1.582 1.474 -0.447 0.1 -0.7 -0.6
H -1.110 0.221 1.797 -0.5 0.0 -0.4
H 0.468 -0.090 1.334 0.3 0.2 -0.6
H -0.814 -0.771 0.328 0.0 -0.1 0.2
C 2.417 -4.142 3.877 -0.5 1.0 -1.2
C 2.029 -4.406 2.407 0.3 -0.7 -1.0
C 1.180 -3.233 1.846 -0.3 0.5 1.0
O 3.026 -4.799 1.585 -0.7 0.7 -0.1
H 3.048 -3.249 3.916 0.6 -0.4 0.0
H 2.880 -5.055 4.235 0.0 0.3 0.6
H 1.505 -3.777 4.369 0.0 -0.7 0.6
H 1.250 -5.199 2.456 -0.3 -0.4 0.4
H 1.829 -2.445 1.449 0.0 0.0 -0.2
H 0.565 -2.821 2.661 0.0 0.3 0.1
H 0.435 -3.567 1.133 0.3 0.0 -0.3
C 0.180 -7.809 -4.077 1.5 0.5 -0.4
C -0.218 -6.540 -3.303 -1.3 -0.6 -0.3
C 0.986 -5.640 -3.076 0.0 0.0 -0.8
N 0.645 -4.306 -2.462 0.7 1.2 -0.1
C 0.226 -4.512 -1.005 0.0 0.8 -2.0
C -0.308 -3.467 -3.324 -1.8 -1.7 0.3
C -0.365 -2.065 -2.724 1.5 -0.8 0.5
C 1.132 -1.933 -2.231 -0.6 1.1 -0.6
C 1.765 -3.275 -2.512 1.0 -1.2 1.4
H -0.571 -8.423 -4.565 -0.5 0.2 0.5
H 0.827 -8.432 -3.458 -0.3 -0.2 0.1
H 0.850 -7.509 -4.890 -0.1 0.0 -0.1
H -0.737 -6.880 -2.401 0.5 0.2 0.4
H -1.030 -6.014 -3.813 0.3 0.1 -0.4
H 1.471 -5.377 -4.019 -0.2 -0.2 -0.2
H 1.743 -6.199 -2.522 0.0 0.5 0.6
H -0.572 -5.240 -1.111 -0.1 0.0 0.8
H -0.085 -3.517 -0.706 -0.3 -0.3 0.5
H 1.108 -4.812 -0.431 0.0 -0.3 0.0
H -1.268 -3.989 -3.307 -0.1 0.2 0.0
H 0.042 -3.574 -4.349 0.3 0.4 0.0
H -1.056 -2.080 -1.881 0.0 0.2 0.0
H -0.640 -1.266 -3.405 -0.1 -0.2 -0.2
H 1.218 -1.534 -1.221 -0.1 -0.6 0.2
H 1.651 -1.190 -2.839 -0.1 0.0 -0.1
H 2.489 -3.587 -1.757 0.2 0.2 -0.1
H 2.228 -3.310 -3.495 -0.1 -0.1 -0.1
C -4.640 0.744 1.384 0.3 -0.7 0.4
C -4.753 -0.442 0.400 -0.2 0.6 0.6
C -5.412 0.062 -0.861 0.6 -1.1 -1.7
N -5.446 -0.932 -2.031 -0.5 -1.2 -0.6
C -6.260 -2.164 -1.631 -0.5 1.5 -0.1
C -4.066 -1.454 -2.529 -0.9 0.2 1.6
C -4.170 -1.498 -4.039 1.1 0.5 0.8
C -4.967 -0.237 -4.345 0.3 -0.2 -0.3
C -6.024 -0.286 -3.292 -2.1 0.0 -0.1
H -5.557 1.222 1.732 -0.3 -0.2 -0.6
H -3.988 1.519 0.981 0.2 -0.1 0.2
H -4.252 0.293 2.300 0.5 0.5 0.0
H -5.238 -1.258 0.939 -0.6 0.1 -0.4
H -3.754 -0.842 0.207 0.1 0.3 -0.2
H -4.785 0.818 -1.339 -0.3 0.6 0.6
H -6.453 0.361 -0.772 0.1 0.3 0.3
H -6.299 -2.834 -2.484 0.3 -0.4 0.3
H -7.285 -1.856 -1.422 0.0 0.2 -0.1
H -5.866 -2.509 -0.681 0.3 -0.6 -0.4
H -3.969 -2.399 -1.997 0.5 -0.1 -0.3
H -3.360 -0.741 -2.098 0.3 0.0 -0.5
H -4.678 -2.407 -4.356 -0.1 0.1 -0.2
H -3.162 -1.488 -4.453 -0.1 -0.1 -0.2
H -5.309 -0.327 -5.374 -0.5 0.4 0.2
H -4.482 0.732 -4.209 0.8 -0.4 -0.3
H -6.873 -0.877 -3.645 0.1 -0.3 0.3
H -6.471 0.685 -3.081 0.3 0.0 0.4
C 1.882 6.218 0.675 -0.5 1.4 0.9
C 3.075 5.332 0.454 0.2 0.1 -0.9
C 2.969 4.078 1.272 0.3 -0.1 -0.4
N 4.007 3.019 0.953 -0.5 -0.5 0.1
C 5.424 3.454 1.304 -0.7 -0.4 -0.3
C 3.589 1.736 1.730 0.8 0.9 -0.9
C 4.112 0.602 0.872 -0.9 -0.7 -0.2
C 4.296 1.119 -0.571 1.2 1.4 1.0
C 3.889 2.597 -0.516 -0.2 0.5 0.2
H 1.880 6.630 1.690 0.1 0.1 -0.1
H 0.886 5.789 0.581 0.1 -0.7 -0.3
H 1.883 7.080 0.006 0.2 0.0 0.0
H 3.994 5.855 0.724 -0.2 0.3 -0.2
H 3.105 5.157 -0.627 0.3 -0.4 0.1
H 2.004 3.604 1.072 -0.1 0.0 0.4
H 3.108 4.393 2.308 -0.2 -0.5 0.2
H 6.137 2.995 0.622 -0.1 0.0 -0.1
H 5.638 3.091 2.304 0.1 0.4 0.1
H 5.465 4.532 1.196 0.2 0.0 0.2
H 4.080 1.769 2.699 -0.3 0.1 0.2
H 2.505 1.813 1.780 0.0 -0.3 0.2
H 5.028 0.198 1.293 0.0 -0.2 -0.2
H 3.349 -0.178 0.842 0.2 -0.2 0.3
H 5.373 1.181 -0.730 0.0 -0.6 -0.5
H 3.812 0.535 -1.345 0.0 0.1 0.0
H 4.528 3.279 -1.075 0.2 -0.2 -0.1
H 2.874 2.813 -0.848 -0.1 -0.2 0.3
C -2.987 -2.348 3.743 0.0 1.3 0.8
C -3.940 -3.412 4.275 1.1 -0.8 -1.6
C -3.976 -4.623 3.309 -0.1 -0.3 -0.2
N -2.921 -5.698 3.402 -0.1 -1.4 0.9
C -2.838 -6.239 4.823 -1.2 0.2 -0.7
C -1.547 -5.339 2.857 0.0 0.1 -0.9
C -0.904 -6.654 2.440 -1.5 -1.5 1.1
C -2.110 -7.510 1.986 -0.2 -0.3 -0.8
C -3.374 -6.871 2.538 -0.6 0.3 -0.9
H -3.272 -1.938 2.772 0.2 -0.5 -0.3
H -1.935 -2.632 3.792 -0.1 -0.3 -0.5
H -3.013 -1.455 4.380 -0.2 -0.1 0.2
H -4.969 -3.064 4.297 0.0 0.1 0.5
H -3.568 -3.744 5.241 -0.6 0.1 0.2
H -3.903 -4.385 2.244 -0.2 0.7 0.1
H -4.932 -5.137 3.409 0.1 -0.2 0.2
H -2.355 -7.211 4.873 0.8 0.4 -0.1
H -3.871 -6.493 5.069 0.0 0.4 0.3
H -2.475 -5.423 5.435 0.4 -0.5 0.4
H -0.957 -4.765 3.566 -0.2 0.0 0.1
H -1.756 -4.754 1.958 0.1 0.3 0.1
H -0.603 -7.195 3.339 0.8 0.4 0.0
H -0.117 -6.685 1.697 0.1 0.6 0.2
H -2.007 -8.559 2.255 0.1 0.1 0.1
H -2.215 -7.493 0.899 0.2 -0.1 0.0
H -4.138 -7.485 3.016 0.6 -0.2 0.8
H -3.987 -6.507 1.708 0.4 0.6 0.0
C 1.811 -0.523 4.279 -0.4 -0.1 -0.2
C 0.602 0.382 4.185 -2.2 -0.3 1.3
C 0.243 1.122 5.499 1.4 0.3 -0.9
N -0.234 2.545 5.248 0.6 -0.6 1.1
C -1.620 2.503 4.709 0.5 0.3 -0.4
C -0.160 3.238 6.627 -0.6 0.6 0.0
C 1.184 3.917 6.629 -0.7 1.4 -0.1
C 1.190 4.526 5.232 0.3 -0.7 -0.9
C 0.726 3.349 4.377 0.4 0.2 0.2
H 1.794 -1.159 3.395 0.6 0.1 -0.1
H 1.733 -1.223 5.112 -0.1 0.2 0.1
H 2.744 0.028 4.404 0.1 0.0 -0.2
H -0.322 -0.212 4.148 0.4 -0.6 -0.9
H 0.491 1.024 3.311 0.6 0.2 0.0
H 1.136 1.171 6.127 -0.1 0.3 0.1
H -0.521 0.581 6.051 -0.1 0.3 0.1
H -1.913 3.523 4.462 -0.3 0.0 0.7
H -2.199 1.989 5.470 -0.5 0.3 -0.2
H -1.647 2.009 3.736 0.2 -0.4 0.2
H -0.969 3.970 6.621 0.1 0.1 0.1
H -0.319 2.578 7.477 -0.1 -0.5 -0.4
H 1.228 4.758 7.321 0.0 -0.4 0.5
H 1.994 3.220 6.836 0.2 0.1 -0.2
H 0.492 5.333 5.003 0.0 0.3 1.0
H 2.180 4.871 4.932 0.0 -0.1 -0.1
H 0.203 3.682 3.484 0.1 -0.5 -0.2
H 1.611 2.749 4.173 -0.4 -0.4 -0.3
C 0.127 3.542 -4.472 0.0 0.5 0.1
C 1.522 3.810 -5.120 -1.5 -0.7 -0.1
C 1.772 5.248 -5.552 1.8 0.0 0.5
N 3.270 5.597 -5.660 0.5 0.8 -1.9
C 4.106 5.320 -4.442 0.3 -0.3 -0.8
C 3.377 7.069 -6.155 -1.6 1.4 1.9
C 4.334 7.253 -7.326 0.2 0.2 0.9
C 5.101 5.967 -7.252 0.1 -0.9 -0.3
C 4.006 4.987 -6.887 -0.1 -1.3 1.1
H -0.672 4.160 -4.884 0.0 0.0 -0.1
H 0.159 3.718 -3.393 0.1 0.2 0.0
H -0.179 2.502 -4.567 0.2 0.0 -0.3
H 1.536 3.209 -6.029 0.4 -0.2 0.1
H 2.186 3.375 -4.373 0.7 0.4 -0.4
H 1.402 6.007 -4.863 -0.3 -0.1 0.0
H 1.451 5.448 -6.571 -0.6 -0.1 0.2
H 4.342 4.257 -4.457 -0.2 0.0 0.2
H 3.663 5.607 -3.494 -0.4 0.2 -0.2
H 5.060 5.824 -4.580 -0.1 0.2 0.2
H 3.643 7.616 -5.246 0.6 0.1 -0.3
H 2.367 7.464 -6.282 -0.1 -0.4 -0.6
H 4.935 8.126 -7.079 0.1 0.0 -0.4
H 3.917 7.347 -8.325 -0.5 0.2 0.3
H 5.883 5.984 -6.493 0.2 -0.1 -0.2
H 5.490 5.662 -8.224 0.4 0.1 0.2
H 4.346 4.009 -6.547 0.1 -0.1 -0.4
H 3.289 4.875 -7.700 -0.1 0.1 0.1
```
Positions in Å, forces in eV/Å.

Calculated values
Net charge   +5
DFT total energy   -2664.89360 Eh
E_LUMO   -9.78 eV



The following is a DFT calculation (wB97M-V/def2-TZVPD) of a molecular structure, C4H7LuO4.

XYZ file:
```
16
Properties=species:S:1:pos:R:3:forces:R:3
O 0.886 0.197 1.417 -0.7 2.2 -0.1
C 0.246 -1.005 1.150 -0.5 -1.4 -0.1
C -0.610 -0.892 -0.106 0.6 -0.8 -0.3
O -1.370 0.314 0.012 0.5 1.1 0.9
C -2.295 0.523 -1.041 -0.7 0.1 -0.8
Lu -0.154 1.947 1.182 0.7 -2.0 -0.2
H -0.408 -1.322 1.990 0.3 0.2 -0.2
H 0.961 -1.834 0.986 -0.2 0.4 0.1
H -1.296 -1.748 -0.213 0.2 0.3 0.1
H 0.020 -0.818 -1.009 -0.2 0.0 0.2
H -3.039 -0.286 -1.054 0.2 0.3 0.0
H -2.796 1.481 -0.858 0.0 -0.2 -0.1
H -1.774 0.559 -2.009 -0.1 0.0 0.3
O 3.363 2.000 -0.210 -0.7 -0.4 0.5
C 3.825 0.934 -0.112 1.5 0.1 -0.8
O 4.441 -0.050 -0.124 -1.0 0.3 0.4
```
Positions in Å, forces in eV/Å.

Calculated values
Net charge   +1
ΔE to the lowest compared entry with this formula, charge and spin   0.0 kcal per mole
DFT total energy   -1692.84485 Eh
Multiplicity   2
<S²>   0.75
E_LUMO (spin up / spin down)   -4.03 / -5.47 eV



The following is a DFT calculation (wB97M-V/def2-TZVPD) of 2 unconnected molecules or ions with the total composition C33H49BN.

XYZ file:
```
84
Properties=species:S:1:pos:R:3:forces:R:3
C -3.924 -2.215 -2.884 0.0 0.1 -0.2
C -3.044 -2.616 -1.739 0.3 -0.1 0.9
C -3.250 -2.191 -0.412 -0.3 0.0 -1.0
C -2.307 -2.400 0.589 0.7 -0.5 -0.6
C -2.585 -1.766 1.911 -0.6 0.5 0.8
C -1.149 -3.142 0.287 0.1 0.2 0.3
C -0.031 -3.281 1.339 -0.6 -0.6 -0.5
C -0.515 -4.038 2.626 0.1 0.2 -0.1
C 0.574 -1.888 1.651 0.0 0.9 0.0
C 0.913 -0.926 0.365 2.8 -4.5 2.0
C 2.434 -0.980 0.066 1.2 -0.1 -0.1
C 2.836 -1.132 -1.280 -0.3 0.2 0.2
C 1.821 -1.041 -2.360 -0.5 0.1 -0.5
C 4.151 -1.339 -1.659 0.4 -0.2 0.3
C 5.149 -1.483 -0.701 -0.7 -0.4 0.7
C 6.540 -1.833 -1.078 0.6 0.0 -0.2
C 4.808 -1.324 0.652 -0.1 0.1 -0.9
C 3.499 -1.002 1.029 -0.6 0.1 -0.4
C 3.273 -0.649 2.467 0.2 0.1 0.6
C -0.969 -3.667 -1.013 0.2 0.3 0.8
C 0.263 -4.497 -1.296 0.0 -0.1 -0.3
C -1.912 -3.388 -1.991 0.1 -0.1 -0.4
H -3.934 -2.988 -3.664 -0.1 0.2 0.2
H -4.947 -2.025 -2.560 0.0 0.1 -0.1
H -3.509 -1.303 -3.348 -0.3 -0.2 0.1
H -4.171 -1.649 -0.171 0.3 -0.1 -0.1
H -1.856 -1.874 2.712 -0.1 -0.1 -0.5
H -2.726 -0.679 1.794 -0.1 -0.2 0.0
H -3.521 -2.182 2.307 0.0 0.2 0.0
H 0.745 -3.946 0.904 -0.3 0.7 0.3
H -1.016 -4.989 2.359 0.3 0.5 0.0
H 0.327 -4.281 3.304 -0.3 0.2 -0.4
H -1.243 -3.445 3.201 0.4 -0.4 -0.2
H -0.133 -1.340 2.313 0.7 -0.3 -0.4
H 1.478 -2.114 2.238 -0.4 0.5 -0.3
H 0.434 -1.432 -0.438 -0.7 0.2 -0.8
H 2.279 -1.101 -3.343 0.1 0.1 0.0
H 1.114 -1.869 -2.296 -0.2 0.1 -0.1
H 1.272 -0.089 -2.310 -0.1 -0.2 0.0
H 4.418 -1.436 -2.716 -0.2 0.1 0.3
H 7.187 -1.637 -0.218 0.2 0.0 -0.4
H 6.685 -2.888 -1.370 -0.3 0.4 0.1
H 6.833 -1.215 -1.935 0.3 -0.1 0.2
H 5.625 -1.446 1.382 -0.7 0.3 -0.1
H 4.094 -0.039 2.877 -0.2 -0.2 -0.3
H 2.349 -0.084 2.615 0.1 -0.1 0.0
H 3.240 -1.555 3.084 -0.1 0.2 0.1
H 0.278 -4.873 -2.325 -0.1 0.1 0.2
H 1.201 -3.931 -1.153 -0.4 -0.2 0.0
H 0.274 -5.360 -0.617 0.2 0.1 -0.2
H -1.765 -3.783 -3.003 0.0 0.2 0.3
C 0.966 3.612 -1.551 0.5 0.4 -0.6
C -0.326 2.822 -1.484 0.7 0.2 -0.1
N -0.885 2.833 -0.083 -0.2 -1.6 -0.2
C -0.973 4.219 0.425 -0.2 0.5 0.0
C -1.625 5.157 -0.377 -0.2 0.9 0.2
C -1.813 6.470 0.085 0.1 -0.5 0.3
C -1.369 6.813 1.381 -0.1 -0.1 -0.5
C -0.720 5.863 2.168 -0.3 -0.2 -0.4
C -0.535 4.551 1.683 0.2 0.8 0.5
C -2.322 2.348 -0.205 -1.0 0.4 0.1
C -3.037 2.381 1.128 -0.5 -0.2 0.5
C -2.409 0.997 -0.853 0.0 -0.4 -0.2
B -0.013 1.876 0.890 -1.2 2.7 1.0
H 0.564 0.050 0.452 -1.1 2.6 0.4
H 1.357 3.522 -2.575 0.0 0.0 0.3
H 0.814 4.691 -1.377 0.0 -0.5 0.0
H 1.738 3.254 -0.853 -0.3 0.0 -0.3
H -1.100 3.258 -2.135 0.4 -0.3 0.1
H -0.166 1.771 -1.778 -0.1 0.5 0.2
H -2.031 4.890 -1.349 0.2 0.1 0.2
H -2.333 7.204 -0.557 0.4 -0.5 0.5
H -1.558 7.825 1.752 0.2 -0.4 -0.1
H -0.385 6.133 3.168 0.0 -0.2 -0.3
H -0.052 3.823 2.317 0.1 0.0 0.1
H -2.821 3.076 -0.850 0.2 0.0 0.0
H -4.068 2.022 0.965 0.4 0.2 0.1
H -2.559 1.701 1.842 -0.3 0.1 -0.1
H -3.096 3.382 1.583 0.1 -0.4 -0.3
H -3.413 0.583 -0.687 0.4 0.1 -0.1
H -2.214 0.995 -1.933 -0.1 0.0 0.3
H -1.696 0.331 -0.370 0.0 -0.5 0.0
H 1.042 2.303 1.077 1.2 -0.5 -0.8
H -0.550 1.597 1.903 -0.3 -1.0 -0.4
```
Positions in Å, forces in eV/Å.

Calculated values
Net charge   +1
ΔE to the lowest compared entry with this formula, charge and spin   13.4 kcal per mole
DFT total energy   -1366.17429 Eh
E_LUMO   -4.18 eV